Record 1
103
Properties=species:S:1:pos:R:3:lowdin_charge:R:1 method="wB97M-V/def2-TZVPD" homo_ev="-5.0 / -5.5" relative_energy_kcal_mol=0.0 total_charge=-1 multiplicity=6
I -0.17795 -3.65288 1.29697 0.6946
Ru -0.89980 -0.15488 0.52197 1.3175
Br 1.97077 -0.47065 -0.34574 0.5932
Cl -0.17271 1.35962 3.51815 0.6507
S -4.65012 0.70162 -1.98916 0.2096
S -3.03894 -1.73170 -0.07520 0.2616
P -4.69239 -0.63099 -0.54427 0.0970
Si 4.22430 -0.37177 -0.12115 0.4947
O 0.79782 0.82182 2.57713 -0.4459
O 0.11458 0.88227 4.83761 -0.3296
O -1.48366 0.88400 3.09362 -0.4005
O 1.33864 3.06847 -0.13920 0.0099
O -0.15013 2.79257 3.47719 -0.3254
O -2.67944 1.22237 0.60685 -0.1874
N -0.67702 2.11562 0.34965 0.0639
N -2.55890 3.48450 0.77597 -0.0253
N -0.20988 -2.34988 -2.12889 0.1106
N -0.86736 -0.13322 -1.90353 0.0018
C 4.68750 -2.22270 -2.24910 -0.1095
C 0.17046 3.19275 0.20067 -0.4922
C -5.27477 0.55301 3.36047 -0.0777
C -0.69057 -1.69964 2.03321 -0.8472
C -5.92984 -1.92909 -0.89627 -0.3940
C -5.36569 0.08774 0.99913 -0.3917
C -0.44548 4.50219 0.44774 0.0169
C -7.79631 -3.92563 -1.41534 -0.1043
C 3.93099 -3.08843 0.82137 -0.1249
C -6.27857 -2.83933 0.09936 -0.0991
C 6.08812 1.42352 1.04371 -0.0943
C -0.28955 -0.96038 -4.08009 -0.0279
C -6.46663 1.25785 3.27445 -0.1023
C 3.69270 1.84332 1.61685 -0.1088
C 6.34327 -0.38344 -2.04243 -0.0950
C -1.98001 2.27049 0.58404 -0.5696
C 4.19998 -1.33211 2.53673 -0.0948
C -6.56117 0.79764 0.91670 -0.1093
C -7.11226 1.37741 2.04890 -0.0970
C -0.57015 0.26088 -4.63892 -0.0739
C 4.51383 2.41769 -0.62394 -0.1021
C -7.20970 -3.83150 -0.15879 -0.0906
C -1.04154 1.28821 -3.82734 -0.0700
C -4.72889 -0.03429 2.22614 -0.1135
C 4.64621 1.38332 0.50419 -0.6112
C -7.44985 -3.02322 -2.40895 -0.0945
C -0.47248 -1.13959 -2.69791 -0.4296
C 4.85217 -0.73595 -1.90756 -0.6263
C 4.07122 0.04598 -2.97496 -0.1165
C 4.64994 -1.76505 1.13234 -0.6191
C -1.75324 4.59829 0.71887 -0.0478
C 6.15946 -2.04860 1.17296 -0.0925
C -1.17406 1.03882 -2.48304 -0.1606
C -3.99259 3.52696 1.03765 0.0092
C -6.51970 -2.02384 -2.14971 -0.1106
H -6.89023 1.71971 4.15845 0.0953
H -4.22579 2.95471 1.93486 0.0925
H -0.66574 -2.56148 -1.25301 -0.0660
H 6.53005 -2.42859 0.21870 0.0607
H -4.75012 0.47023 4.30416 0.1071
H 4.80324 -0.51249 2.92937 0.0648
H 6.75212 -1.17255 1.44677 0.0637
H 3.50105 2.44258 -1.02875 0.0626
H -8.04257 1.92772 1.97474 0.0954
H -1.65551 -1.84004 2.51093 -0.0686
H 3.02287 -0.25448 -3.00434 0.0463
H -8.52315 -4.70360 -1.61623 0.0940
H 6.83035 1.05158 0.33357 0.0640
H 4.51092 -0.17440 -3.95522 0.0828
H -4.53756 3.09221 0.19986 0.0779
H 6.96727 -0.91175 -1.31758 0.0652
H -1.53947 1.80590 -1.82294 0.0844
H 2.85690 -2.96250 0.68799 -0.0080
H 4.07511 -3.76481 1.67148 0.0843
H -5.81373 -2.77088 1.07584 0.1024
H 4.92015 -2.36868 -3.31048 0.0836
H 5.36759 -2.85644 -1.67822 0.0623
H 3.71284 1.20827 2.50023 0.0606
H 4.10138 1.12355 -2.83101 0.0602
H -1.30827 2.25705 -4.22285 0.1025
H -4.28438 4.56599 1.17643 0.0885
H -7.04652 0.91225 -0.04583 0.0957
H -7.47816 -4.53431 0.62058 0.0979
H -3.78541 -0.56380 2.29038 0.0616
H -2.25370 5.53847 0.90660 0.1218
H 4.31372 -2.17973 3.22118 0.0866
H 6.52877 0.68535 -1.93081 0.0626
H 6.69004 -0.67201 -3.04185 0.0839
H 3.66563 -2.57116 -2.08085 0.0737
H -7.90596 -3.09216 -3.38935 0.0960
H 0.08136 -1.45462 2.75398 -0.0607
H 3.99567 2.85035 1.92599 0.0941
H 2.66284 1.90450 1.26619 0.0248
H 3.15092 -1.02576 2.56061 0.0735
H 0.06215 -1.79071 -4.67883 0.1067
H 0.18487 5.37673 0.40496 0.1072
H 6.34453 2.46462 1.26880 0.0849
H 5.23118 2.26099 -1.43111 0.0582
H 6.19246 0.85880 1.97292 0.0629
H 6.35292 -2.82383 1.92347 0.0863
H -6.24326 -1.30290 -2.90897 0.0548
H -0.15698 -3.13279 -2.75693 0.0985
H 4.33116 -3.58713 -0.05996 0.0575
H -0.43497 0.41318 -5.70273 0.1049
H 4.71088 3.40861 -0.20030 0.0892

Record 2
98
Properties=species:S:1:pos:R:3:lowdin_charge:R:1 method="wB97M-V/def2-TZVPD" homo_ev=-10.0 total_charge=+1
Te -0.90224 -0.92413 -0.16245 0.9272
In -0.19823 2.30665 -0.58148 0.6273
S 0.06096 5.02098 0.96645 0.5963
Si 1.04454 -3.56859 1.81643 0.3504
Si -0.53071 -3.54572 0.01790 0.2749
Si 0.49507 -3.92218 -2.10075 0.3491
Si -2.27417 -5.04152 0.71520 0.3934
N 2.05481 1.26382 0.18060 -0.0266
N -0.77813 7.31833 -0.19249 0.0723
N 2.36497 1.43109 1.37678 0.1086
N -4.34086 -3.76528 -3.93303 0.1834
N -2.16300 5.52455 -0.32238 0.0837
N 0.04700 1.65765 1.88151 -0.0168
C 5.45431 1.34326 -1.31824 -0.0605
C 1.31721 1.53691 2.28837 -0.3352
C -4.00453 -5.14610 -0.03853 -0.2123
C -3.32943 -0.48253 -3.24930 -0.0151
C 1.67117 1.54288 3.63737 0.0196
C 2.36078 8.98843 0.96460 -0.0708
C -3.14220 0.65942 -2.57006 -0.0553
C 2.19594 10.23306 0.38078 -0.0819
C 1.06377 10.48014 -0.38168 -0.0760
C 2.69951 -2.82473 1.28214 -0.2090
C -3.60812 -1.72179 -2.54635 -0.2422
C 0.93563 -5.74763 -2.30062 -0.2135
C 4.46926 1.37580 -0.35228 -0.0065
C -0.97990 6.03166 0.12993 -0.8389
C -3.12165 -0.59555 -0.42140 -0.4677
C 2.08241 -2.89308 -2.21198 -0.2134
C -1.41151 -6.68545 0.36907 -0.2148
C 0.27984 8.23698 0.03728 -0.2221
C 1.37144 -5.33965 2.39090 -0.2108
C 3.12907 1.22119 -0.72549 -0.2703
C 3.79690 0.96741 -3.02525 -0.0610
C -0.64087 -3.37419 -3.50377 -0.2118
C -3.51709 -1.76941 -1.19734 -0.1072
C 1.41436 7.98639 0.80068 -0.0439
C 0.11432 9.49074 -0.55150 -0.0333
C 2.80317 1.00313 -2.06587 -0.0507
C -3.42380 1.85537 -0.45627 -0.0139
C -2.54207 -4.73870 2.56494 -0.2196
C -3.24877 0.69923 -1.12247 -0.4422
C 5.12252 1.14955 -2.65532 -0.0562
C -0.89586 1.81348 2.80372 -0.1413
C -0.63372 1.84962 4.16179 -0.0252
C 0.38234 -2.54385 3.26349 -0.2176
C 0.67975 1.70048 4.58545 -0.0303
C -4.00480 -2.86202 -3.30509 -0.2010
H -0.33735 -6.63029 0.55446 0.0006
H -4.40704 -6.14115 0.16525 0.0425
H 1.57675 -5.88389 -3.17434 0.0354
H 3.18944 -3.45543 0.53880 0.0188
H 1.94263 -1.88576 -1.81031 -0.0058
H -0.76989 9.69181 -1.14780 0.1124
H -1.55414 -6.97980 -0.67230 0.0303
H -4.01838 -5.01392 -1.11959 0.0146
H 0.91861 11.44620 -0.84596 0.1096
H -1.81867 -7.48354 0.99384 0.0431
H -0.47991 -3.02238 3.73165 0.0142
H 2.17730 -5.35934 3.12775 0.0374
H -3.50647 -0.57771 0.59275 0.0975
H 0.07216 -1.55064 2.92640 -0.0137
H 2.71243 1.43537 3.90538 0.1219
H 3.37621 -2.73543 2.13469 0.0364
H -3.71791 -2.68576 -0.66236 0.0791
H 1.14653 -2.41231 4.03309 0.0345
H -3.31999 -0.49798 -4.33092 0.1274
H 6.49015 1.46765 -1.03264 0.1118
H 2.89865 -3.36320 -1.66173 0.0184
H 1.67907 -5.97727 1.55895 0.0233
H 0.49154 -5.79302 2.85065 0.0186
H -1.52068 7.74178 -0.72885 0.1390
H 2.39771 -2.79793 -3.25316 0.0369
H -0.15069 -3.51840 -4.46934 0.0405
H 0.04543 -6.36173 -2.44352 0.0224
H 3.54293 0.79913 -4.06296 0.1131
H -2.46353 4.67740 0.12302 0.0559
H -0.88678 -2.31283 -3.41149 0.0118
H -4.69921 -4.42968 0.40580 0.0310
H 5.89884 1.13922 -3.40859 0.1120
H -3.01621 1.59900 -3.09461 0.1210
H -2.72888 -3.68165 2.76919 0.0269
H -3.53191 2.78412 -1.00260 0.0597
H 1.47437 -6.12814 -1.43021 0.0226
H -1.68690 -5.04707 3.16906 0.0117
H -1.57099 -3.94414 -3.51760 0.0122
H 3.23981 8.78833 1.56282 0.1091
H 0.92028 1.71220 5.63975 0.1195
H -3.41303 -5.30071 2.90895 0.0360
H 2.57489 -1.82921 0.84719 0.0090
H -1.43685 2.00488 4.86774 0.1162
H 4.71050 1.51575 0.69095 0.1092
H 2.94018 11.00588 0.51628 0.1071
H -2.89366 6.15009 -0.62662 0.1110
H 1.56021 7.02821 1.26598 0.0338
H -1.91139 1.90227 2.43314 0.1082
H -3.62128 1.86401 0.61070 0.0674
H 1.76575 0.85088 -2.34070 0.0772